C8H11NO4S | the ωB97M-V functional and the def2-TZVPD basis

Computed properties:
LUMO energy (alpha / beta): -0.058 / -0.058 hartree
net charge: 0
orbital gap (alpha / beta): 6.1 / 6.1 eV
relative energy (zero: lowest compared OMol25 entry of this formula, charge and spin): 469.0 kJ/mol

Cartesian coordinates (Å):
H1 1.624 1.748 0.677
O1 -3.222 -1.460 -1.156
H2 -0.578 -0.076 -1.956
H3 -0.123 -3.873 -0.798
H4 2.711 -0.857 0.423
H5 0.132 2.148 -0.189
C1 1.067 1.595 -0.321
O2 -3.575 4.545 0.991
C2 -2.663 4.632 0.199
C3 2.113 -0.723 -0.501
C4 -2.357 -1.631 1.181
H6 1.924 -1.725 -0.879
H7 -0.308 -2.454 1.060
O3 -1.889 4.614 -0.689
N1 -1.088 -1.371 -0.360
C5 -0.332 -0.520 -1.035
C6 0.799 0.075 -0.240
S1 0.191 -0.147 1.507
C7 -2.437 -1.633 -0.300
O4 -0.863 -3.866 -0.201
H8 -2.854 -2.453 1.789
H9 2.653 -0.247 -1.255
C8 -0.853 -1.552 1.013
H10 -2.993 -0.833 1.571
H11 1.488 1.696 -1.346



C46H48N5O6RuS3 | the ωB97M-V functional and the def2-TZVPD basis

Computed properties:
expectation value of S²: 8.791
LUMO energy (alpha / beta): -0.198 / -0.338 hartree
net charge: +2
orbital gap (alpha / beta): 3.1 / 2.9 eV
relative energy (zero: lowest compared OMol25 entry of this formula, charge and spin): 411.8 kJ/mol
2S+1: 6

Cartesian coordinates (Å):
C1 -4.631 -1.735 -4.281
H1 -0.536 -8.634 4.281
H2 -4.768 -6.011 1.199
C2 7.085 -1.468 -0.455
H3 -3.557 -3.104 -7.178
N1 2.567 1.308 -1.054
H4 -5.617 -4.224 -7.043
H5 6.665 -0.774 -3.726
O1 3.315 7.200 5.444
H6 -3.699 5.700 -2.165
H7 5.130 6.274 5.103
C3 -0.897 -6.441 4.216
H8 -1.517 -8.993 2.126
C4 4.347 6.846 4.533
H9 0.025 0.393 1.391
C5 -3.918 -1.804 -5.421
N2 0.527 4.111 -0.335
C6 -5.466 -3.474 -6.273
H10 1.400 -1.318 -4.556
H11 -4.283 -1.109 -3.456
C7 -0.770 1.487 5.889
N3 2.834 4.038 1.457
H12 2.556 -1.026 -2.421
H13 4.901 0.422 -3.020
C8 0.424 0.697 -4.488
C9 -0.976 -7.801 3.759
C10 0.719 4.800 -1.498
H14 -2.557 6.312 -3.462
H15 -6.604 -4.276 0.782
H16 -1.775 1.967 5.889
O2 -5.740 -1.438 -1.671
H17 -1.030 3.348 0.874
C11 -4.689 -4.933 1.326
H18 -2.674 -7.168 0.949
C12 1.200 -0.361 -3.986
C13 -2.059 -5.658 2.258
N4 1.008 2.116 1.989
C14 2.663 5.040 3.670
H19 -0.998 0.417 6.069
H20 8.599 -3.184 -2.566
C15 1.672 0.925 -1.976
C16 -1.402 -5.387 3.406
C17 8.745 -2.160 -2.262
H21 4.678 7.692 3.943
H22 -2.844 7.196 -1.911
C18 3.795 5.825 3.470
H23 -4.651 -4.198 -1.475
H24 -7.050 -4.022 -4.951
H25 -0.700 2.432 -3.761
C19 -6.318 -3.305 -5.168
C20 0.798 2.737 4.283
N5 0.724 1.804 -2.384
O3 0.115 1.980 6.914
H26 4.312 4.743 0.221
C21 2.294 4.111 2.703
H27 1.729 5.001 -1.850
H28 7.624 -2.105 0.238
H29 -5.617 -5.685 -1.146
C22 -0.751 3.871 -0.014
H30 -4.897 -4.843 2.372
S1 -2.881 -4.419 1.182
H31 -7.117 -4.457 -2.738
C23 5.125 -0.103 -0.899
H32 3.226 8.119 5.722
H33 -7.639 -3.842 -1.174
H34 5.636 -0.732 1.040
S2 3.571 0.278 -0.062
C24 -2.153 -6.959 1.809
C25 0.116 1.723 -3.562
C26 7.417 -1.499 -1.795
C27 -2.704 6.182 -2.352
C28 -0.421 0.895 3.409
C29 5.949 -0.770 -0.025
C30 -0.254 5.565 -2.143
H35 -5.428 -3.017 0.423
C31 4.379 5.741 2.174
H36 -2.800 4.314 -0.430
O4 2.976 -1.061 0.124
C32 -1.796 4.515 -0.642
H37 -1.031 0.003 3.549
H38 5.266 6.222 1.896
C33 -0.111 1.692 4.500
C34 3.857 4.880 1.211
C35 -4.276 -2.775 -6.380
C36 -5.608 -4.098 0.391
H39 -1.259 -4.359 3.727
C37 6.568 -0.752 -2.643
C38 1.279 3.048 2.992
Ru1 1.993 2.645 0.153
H40 -0.048 0.557 -5.463
H41 0.054 6.144 -3.009
S3 -6.634 -2.204 -2.545
H42 -3.070 -1.108 -5.540
H43 -0.299 1.867 7.796
H44 9.380 -2.195 -1.363
H45 2.200 4.970 4.636
C39 0.127 1.133 2.162
C40 -1.631 -8.017 2.573
C41 -1.618 5.394 -1.732
H46 1.212 3.278 5.166
C42 1.847 -0.214 -2.743
C43 -6.775 -3.922 -1.823
C44 -5.854 -2.454 -4.151
C45 5.480 -0.001 -2.253
O5 3.932 1.176 1.025
C46 -5.622 -4.561 -1.077
O6 -2.683 -3.124 1.930
H47 9.247 -1.668 -3.092
H48 -0.582 -6.182 5.254



C31H39B3O24 | the ωB97M-V functional and the def2-TZVPD basis

Computed properties:
LUMO energy: 0.008 hartree
SMILES: C#CCB1OBOB(Cc2ccccc2)O1.O=C1OCCO1.O=C1OCCO1.O=C1OCCO1.O=C1OCCO1.O=C1OCCO1.O=C1OCCO1.O=C1OCCO1
net charge: 0
orbital gap: 8.3 eV

Cartesian coordinates (Å):
C1 -7.584 -0.839 -1.157
C2 1.379 5.970 -6.940
C3 -4.116 0.863 3.359
H1 -7.058 1.210 -0.704
H2 -0.765 0.469 -1.741
H3 -6.211 0.536 -2.115
C4 -2.275 1.265 -0.414
H4 0.822 2.418 2.032
O1 3.435 -4.995 0.940
H5 -3.284 0.985 -0.097
C5 3.354 5.261 -6.163
O2 -3.537 -8.216 2.286
C6 4.415 -5.166 4.185
C7 5.325 0.767 -0.654
H6 1.918 8.018 -6.493
H7 4.608 0.132 -1.291
C8 -0.296 -5.068 0.158
O3 -1.509 -1.946 -0.399
H8 0.823 5.911 -7.877
O4 4.506 -4.576 2.897
C9 4.456 4.325 -2.689
H9 5.916 6.177 -2.760
H10 1.722 -4.477 0.673
C10 6.842 3.012 -0.984
C11 -0.889 -2.922 -0.065
O5 5.539 1.252 2.039
H11 -3.310 1.402 3.861
O6 -3.810 -0.519 3.253
O7 2.216 4.835 -6.777
C12 4.292 2.870 -2.126
O8 -3.718 -6.189 3.292
O9 3.252 1.079 1.102
H12 3.602 4.799 -3.282
H13 3.656 -4.632 4.765
C13 4.019 -6.578 3.885
B1 3.051 2.501 1.409
C14 -1.852 0.559 -1.660
C15 1.069 3.974 0.323
O10 -2.645 3.660 -2.794
O11 -6.747 -1.973 -0.984
C16 1.599 3.197 1.651
O12 -1.386 -4.189 -0.083
H14 6.339 0.231 -0.617
B2 5.239 2.655 2.359
C17 3.720 -5.313 2.065
C18 2.349 7.111 -6.921
H15 5.782 3.241 3.245
C19 -5.617 -1.544 -0.355
H16 -8.129 -0.900 -2.101
O13 -5.107 -2.378 3.204
C20 -4.978 -1.200 3.404
H17 5.370 -5.103 4.709
H18 3.394 -7.011 4.667
H19 -0.614 -5.925 0.755
H20 -4.544 -4.387 0.768
H21 -8.304 -0.802 -0.333
O14 3.297 -6.457 2.669
O15 -2.320 1.415 -2.693
H22 -4.469 -4.267 3.507
H23 -5.208 0.891 5.231
H24 -6.042 1.699 3.883
C21 -6.618 0.305 -1.126
H25 0.089 -5.425 -0.801
H26 3.362 2.208 -2.252
C22 5.498 2.265 -1.288
H27 0.671 6.009 -6.107
O16 -5.983 -0.375 3.811
H28 2.744 7.341 -7.915
H29 1.772 4.047 2.430
B3 4.705 1.019 0.845
C23 0.685 -4.199 0.881
C24 6.994 4.483 -1.555
O17 4.203 4.533 -5.726
H30 -2.296 -0.433 -1.746
O18 -2.277 2.632 -0.803
C25 -3.937 -4.880 2.782
C26 -3.828 -7.050 2.242
O19 0.397 -2.901 0.379
H31 0.527 -4.202 1.965
O20 -5.570 -0.181 -0.301
C27 -4.740 -5.127 1.546
O21 3.406 6.622 -6.110
H32 -4.247 1.275 2.354
H33 -5.816 -5.159 1.744
C28 0.474 4.601 -0.658
H34 -2.969 -4.417 2.567
C29 -2.434 2.661 -2.156
H35 -0.276 5.194 -1.307
H36 7.976 5.051 -1.319
H37 -1.584 1.099 0.415
H38 7.635 2.468 -0.361
O22 -4.310 -6.419 1.135
O23 -4.773 -2.273 0.092
O24 4.239 3.365 1.540
C30 5.807 5.105 -2.375
H39 4.883 -7.229 3.720
C31 -5.387 0.868 4.151